No. 1
{
  "formula": "C4H14NO3",
  "method": "ωB97M-V with the def2-TZVPD basis set",
  "homo_energy_ev": -13.91,
  "e_above_lowest_kj_mol": 276.8,
  "total_charge": 1,
  "molar_mass_g_mol": 124.16,
  "total_energy_ev": -11998.94202,
  "e_lumo_ev": -2.99,
  "elements": ["C", "O", "C", "C", "C", "O", "N", "H", "H", "H", "H", "H", "H", "H", "H", "H", "H", "H", "H", "H", "H", "O"],
  "positions_angstrom": [[-1.355, 0.967, 0.093], [-1.735, 2.258, 0.161], [0.133, 0.635, 0.672], [-0.076, -0.590, 1.399], [1.249, -1.483, 1.610], [1.532, -2.309, 0.437], [0.961, 0.510, -0.747], [-1.582, 0.645, -0.979], [-2.200, 0.330, 0.597], [-1.872, 2.585, 1.053], [0.716, 1.447, 1.218], [-0.897, -1.249, 0.869], [-0.395, -0.352, 2.411], [1.099, -2.141, 2.492], [2.290, -0.928, 1.813], [0.973, -3.099, 0.460], [0.384, 0.302, -1.574], [1.295, 1.426, -0.981], [1.772, -0.142, -0.865], [-0.751, 0.745, -3.460], [-0.632, -0.657, -3.130], [-0.627, 0.094, -2.765]],
  "mulliken_charge": [-0.76, -0.53, 0.31, -0.52, -0.70, -0.51, -0.34, 0.41, 0.35, 0.34, 0.43, 0.28, 0.33, 0.38, 0.25, 0.32, 0.17, 0.41, 0.40, 0.28, 0.21, -0.53]
}

No. 2
{
  "formula": "C4H14NO3",
  "method": "ωB97M-V with the def2-TZVPD basis set",
  "homo_energy_ev": -13.90,
  "e_above_lowest_kj_mol": 232.6,
  "total_charge": 1,
  "molar_mass_g_mol": 124.16,
  "total_energy_ev": -11999.39935,
  "e_lumo_ev": -3.10,
  "elements": ["O", "C", "C", "N", "C", "C", "H", "H", "H", "H", "H", "H", "H", "H", "H", "H", "H", "H", "O", "H", "H", "O"],
  "positions_angstrom": [[-1.995, -2.112, -0.090], [-1.862, -1.220, -0.801], [-0.616, -0.369, -0.823], [0.551, -0.752, 0.159], [0.265, -1.149, 1.541], [0.238, 0.011, 2.563], [-2.794, -0.868, -1.244], [-0.180, -0.104, -1.849], [-1.136, 0.570, -0.437], [1.169, 0.100, 0.138], [1.029, -1.500, -0.307], [0.976, -2.036, 1.772], [-0.682, -1.856, 1.488], [-0.317, 0.807, 2.061], [1.228, 0.251, 2.903], [-0.216, -0.304, 3.482], [-0.022, 3.853, -0.292], [0.790, 3.545, -1.430], [0.813, 3.392, -0.547], [1.713, 1.826, -1.559], [2.179, 0.544, -2.462], [1.714, 0.820, -1.645]],
  "mulliken_charge": [-0.39, -0.10, -0.36, -0.15, -0.50, -1.05, 0.42, 0.47, 0.21, 0.39, 0.37, 0.35, 0.34, 0.30, 0.34, 0.37, 0.32, 0.30, -0.62, 0.30, 0.29, -0.61]
}

No. 3
{
  "formula": "C4H14NO5",
  "method": "ωB97M-V with the def2-TZVPD basis set",
  "homo_energy_ev": -4.60,
  "e_above_lowest_kj_mol": 270.8,
  "total_charge": -1,
  "molar_mass_g_mol": 156.16,
  "total_energy_ev": -16103.21768,
  "e_lumo_ev": 3.47,
  "elements": ["C", "N", "C", "C", "C", "O", "O", "H", "H", "H", "H", "H", "H", "H", "H", "H", "H", "O", "H", "H", "O", "H", "H", "O"],
  "positions_angstrom": [[1.315, 1.970, -0.056], [0.296, 0.967, -0.505], [-1.060, -0.981, 0.124], [-0.043, 0.139, 0.703], [1.258, -0.777, 1.247], [1.684, -0.475, 2.362], [1.733, -1.465, 0.344], [0.862, 3.003, -0.249], [2.149, 1.956, -0.783], [1.759, 1.915, 0.920], [0.860, 0.315, -1.175], [-1.337, -0.598, -0.908], [-0.376, -1.822, -0.054], [-1.913, -1.160, 0.737], [-0.494, 0.762, 1.514], [0.350, -3.367, -0.969], [1.558, -2.702, -0.769], [1.150, -3.209, -1.518], [-1.080, 2.433, -0.868], [-1.904, 3.687, -0.391], [-1.593, 3.284, -1.168], [-3.376, -0.576, -0.973], [-2.972, 0.765, -0.600], [-3.595, 0.180, -0.520]],
  "mulliken_charge": [-0.88, -0.57, -0.81, 0.35, 0.40, -0.72, -0.71, 0.29, 0.33, 0.31, 0.28, 0.14, -0.21, 0.34, 0.42, 0.28, 0.48, -0.70, 0.34, 0.30, -0.70, 0.33, 0.33, -0.64]
}

No. 4
{
  "formula": "C4H14NOS",
  "method": "ωB97M-V with the def2-TZVPD basis set",
  "homo_energy_ev": -13.17,
  "e_above_lowest_kj_mol": 548.5,
  "total_charge": 1,
  "molar_mass_g_mol": 124.23,
  "total_energy_ev": -18736.50310,
  "e_lumo_ev": -6.32,
  "elements": ["C", "C", "C", "C", "S", "N", "H", "H", "H", "H", "H", "H", "H", "H", "H", "H", "H", "H", "H", "H", "O"],
  "positions_angstrom": [[-0.401, 1.597, -1.010], [0.108, 0.483, -0.091], [1.245, 0.822, 0.808], [2.203, -0.279, 1.089], [2.622, -0.943, -0.583], [-0.982, -0.192, 0.466], [-1.122, 1.167, -1.714], [0.452, 2.000, -1.565], [-0.868, 2.454, -0.504], [0.958, -0.325, -0.917], [1.796, 1.663, 0.349], [0.815, 1.292, 1.706], [1.633, -1.059, 1.596], [3.114, -0.064, 1.620], [0.068, -0.731, -1.849], [-1.716, -0.543, -0.149], [3.161, -2.133, -0.325], [-0.749, -1.043, 0.975], [-4.479, -1.451, -0.659], [-4.069, -1.538, 0.804], [-3.791, -1.179, -0.044]],
  "mulliken_charge": [-1.29, 0.58, -1.05, -0.42, -0.28, -0.44, 0.41, 0.41, 0.35, -0.07, 0.34, 0.39, 0.34, 0.44, 0.46, 0.34, 0.22, 0.29, 0.32, 0.31, -0.65]
}

No. 5
{
  "formula": "C4H14O2S",
  "method": "ωB97M-V with the def2-TZVPD basis set",
  "homo_energy_ev": -9.55,
  "e_above_lowest_kj_mol": 157.0,
  "molar_mass_g_mol": 126.22,
  "total_energy_ev": -19303.91731,
  "e_lumo_ev": 0.36,
  "smiles": "CCCCS.O.O",
  "elements": ["C", "C", "C", "C", "S", "H", "H", "H", "H", "H", "H", "H", "H", "H", "H", "H", "H", "O", "H", "H", "O"],
  "positions_angstrom": [[-1.692, 0.996, 1.932], [-0.795, 0.242, 0.976], [-0.485, 1.186, -0.324], [0.844, 0.717, -1.078], [0.761, 0.263, -2.927], [-1.217, 1.778, 2.520], [-2.296, 0.387, 2.626], [-2.438, 1.561, 1.381], [0.126, -0.128, 1.547], [-1.286, -0.664, 0.714], [-1.419, 1.296, -1.023], [-0.322, 2.269, -0.051], [1.470, 1.604, -1.011], [1.317, -0.016, -0.389], [2.114, 0.220, -2.717], [1.912, -1.136, 0.161], [2.523, -2.513, 0.741], [1.774, -2.097, 0.325], [0.208, -2.197, -0.613], [-0.440, -1.636, -1.779], [-0.658, -2.133, -1.012]],
  "mulliken_charge": [-1.42, -0.03, -0.56, -0.38, -0.22, 0.34, 0.36, 0.35, 0.20, 0.34, 0.30, 0.29, 0.57, -0.17, 0.14, 0.20, 0.28, -0.68, 0.41, 0.25, -0.58]
}

No. 6
{
  "formula": "C4H14O2S2",
  "method": "ωB97M-V with the def2-TZVPD basis set",
  "homo_energy_ev": -8.78,
  "e_above_lowest_kj_mol": 460.4,
  "molar_mass_g_mol": 158.29,
  "total_energy_ev": -30135.92504,
  "e_lumo_ev": -4.36,
  "elements": ["C", "C", "C", "S", "S", "C", "H", "H", "H", "H", "H", "H", "H", "H", "H", "H", "H", "H", "O", "H", "H", "O"],
  "positions_angstrom": [[-1.235, 0.699, 1.741], [-1.351, -0.821, 2.042], [-1.113, 0.961, 0.226], [-2.263, -0.130, -0.759], [1.857, 0.107, 0.664], [2.987, 0.622, -0.693], [-2.244, 1.020, 2.006], [-0.501, 1.340, 2.218], [-0.446, -1.326, 1.739], [-1.574, -1.010, 3.112], [-2.204, -1.364, 1.651], [-1.425, 1.989, -0.033], [-0.072, 0.925, -0.162], [3.685, 1.403, -0.302], [3.563, -0.224, -1.097], [2.359, 1.007, -1.516], [-0.742, -1.717, -0.941], [0.634, -1.331, -0.556], [0.206, -1.923, -1.205], [0.161, -0.728, -2.268], [-0.577, 0.465, -2.972], [0.294, 0.039, -2.894]],
  "mulliken_charge": [-0.45, -1.07, -0.13, -0.19, -0.07, -0.66, 0.33, 0.35, 0.26, 0.35, 0.37, 0.33, -0.18, 0.31, 0.29, 0.24, 0.30, 0.31, -0.76, 0.43, 0.28, -0.65]
}

No. 7
{
  "formula": "C4H14O3",
  "method": "ωB97M-V with the def2-TZVPD basis set",
  "homo_energy_ev": -9.87,
  "e_above_lowest_kj_mol": 175.2,
  "molar_mass_g_mol": 110.15,
  "total_energy_ev": -10516.11375,
  "e_lumo_ev": 0.59,
  "smiles": "C=CCC.O.O.O",
  "elements": ["C", "C", "C", "C", "H", "H", "H", "H", "H", "H", "H", "H", "H", "H", "O", "H", "H", "O", "H", "H", "O"],
  "positions_angstrom": [[-2.502, 1.695, 0.734], [-2.334, 1.001, -0.602], [-1.555, -0.278, -0.629], [-0.549, -0.514, -1.412], [-1.653, 2.440, 0.840], [-3.481, 2.112, 0.983], [-2.320, 1.063, 1.630], [-2.122, 1.717, -1.315], [-3.379, 0.733, -0.821], [-1.780, -1.068, 0.112], [0.128, -1.361, -1.520], [-0.118, 0.244, -2.019], [1.595, -0.002, -0.471], [1.926, 0.892, -1.604], [2.297, 0.664, -0.728], [-0.182, -0.586, 3.005], [0.434, -1.092, 1.744], [-0.453, -0.902, 2.131], [4.498, -1.477, 0.444], [3.466, -0.633, -0.199], [3.736, -1.563, -0.073]],
  "mulliken_charge": [-1.01, -0.49, 0.24, -1.29, 0.24, 0.34, 0.27, 0.41, 0.24, 0.28, 0.48, 0.25, 0.35, 0.34, -0.72, 0.30, 0.30, -0.59, 0.31, 0.40, -0.64]
}

No. 8
{
  "formula": "C4H14O3",
  "method": "ωB97M-V with the def2-TZVPD basis set",
  "homo_energy_ev": -8.93,
  "e_above_lowest_kj_mol": 256.3,
  "molar_mass_g_mol": 110.15,
  "total_energy_ev": -10515.27298,
  "e_lumo_ev": 0.49,
  "smiles": "C=C(C)C.O.O.O",
  "elements": ["C", "C", "C", "C", "H", "H", "H", "H", "H", "H", "H", "H", "H", "H", "O", "H", "H", "O", "H", "H", "O"],
  "positions_angstrom": [[1.682, 0.463, -0.179], [1.746, -0.730, -1.102], [0.543, -0.951, -1.869], [2.886, -1.618, -0.889], [1.459, 0.156, 0.950], [2.616, 1.055, 0.071], [1.026, 1.262, -0.395], [0.489, -1.956, -2.471], [-0.385, -0.400, -1.832], [3.072, -2.344, -1.706], [3.897, -1.162, -0.774], [2.781, -2.117, 0.045], [-1.418, -2.746, 1.842], [-1.298, -2.072, 0.413], [-1.499, -1.884, 1.333], [-1.330, 0.301, 1.201], [-2.073, 1.364, 2.370], [-1.459, 1.252, 1.494], [-4.927, 4.547, 0.466], [-3.387, 3.826, 0.471], [-4.421, 3.752, 0.560]],
  "mulliken_charge": [-1.34, 1.07, -1.03, -1.19, 0.22, 0.35, 0.39, 0.21, 0.40, 0.35, 0.31, 0.28, 0.31, 0.33, -0.66, 0.34, 0.32, -0.64, 0.31, 0.34, -0.66]
}

No. 9
{
  "formula": "C4H14O3",
  "method": "ωB97M-V with the def2-TZVPD basis set",
  "homo_energy_ev": -10.28,
  "e_above_lowest_kj_mol": 105.4,
  "molar_mass_g_mol": 110.15,
  "total_energy_ev": -10516.83662,
  "e_lumo_ev": 0.63,
  "smiles": "CC[C@H](C)O.O.O",
  "elements": ["C", "C", "C", "C", "O", "H", "H", "H", "H", "H", "H", "H", "H", "H", "H", "H", "H", "O", "H", "H", "O"],
  "positions_angstrom": [[1.067, -0.648, 0.320], [1.360, 0.264, -0.908], [0.642, -0.186, -2.171], [0.693, 0.853, -3.291], [-0.797, -0.344, -1.932], [1.519, -1.636, 0.275], [0.012, -0.850, 0.456], [1.423, -0.074, 1.174], [0.980, 1.257, -0.686], [2.448, 0.251, -0.940], [0.891, -1.185, -2.532], [-0.335, 1.095, -3.565], [1.220, 1.770, -3.046], [1.082, 0.538, -4.265], [-0.936, -0.651, -1.027], [-2.676, 0.114, 2.785], [-1.842, -0.195, 1.401], [-1.973, 0.342, 2.182], [-0.406, 0.344, 5.114], [-0.468, 0.284, 3.667], [-0.501, -0.328, 4.417]],
  "mulliken_charge": [-1.10, -0.52, 0.50, -1.27, -0.53, 0.32, 0.18, 0.31, 0.34, 0.28, 0.27, 0.32, 0.33, 0.31, 0.25, 0.33, 0.32, -0.64, 0.32, 0.32, -0.62]
}

No. 10
{
  "formula": "C4H14O4",
  "method": "ωB97M-V with the def2-TZVPD basis set",
  "homo_energy_ev": -9.28,
  "e_above_lowest_kj_mol": 158.4,
  "molar_mass_g_mol": 126.15,
  "total_energy_ev": -12563.38686,
  "e_lumo_ev": 0.55,
  "smiles": "C/C=C/CO.O.O.O",
  "elements": ["C", "C", "O", "C", "C", "H", "H", "H", "H", "H", "H", "H", "H", "H", "H", "O", "H", "H", "O", "H", "H", "O"],
  "positions_angstrom": [[2.346, -3.346, -1.141], [-0.908, -1.315, -0.345], [-0.314, -0.197, -1.050], [0.109, -2.413, -0.403], [1.103, -2.549, -1.261], [2.294, -4.016, -1.992], [3.320, -2.830, -1.586], [2.691, -3.757, -0.173], [-1.047, -0.986, 0.722], [-1.890, -1.610, -0.847], [-0.845, 0.002, -1.826], [0.049, -3.077, 0.482], [1.228, -1.719, -1.987], [0.743, 1.254, -0.105], [1.262, 2.506, -0.978], [1.373, 1.993, -0.167], [-0.907, 4.528, 1.665], [-0.107, 3.237, 1.152], [-0.581, 3.645, 1.889], [-2.941, 2.045, 2.711], [-1.760, 2.438, 1.757], [-2.699, 2.121, 1.786]],
  "mulliken_charge": [-1.09, -0.27, -0.46, -0.33, 0.02, 0.31, 0.27, 0.32, 0.22, 0.29, 0.24, 0.29, 0.22, 0.34, 0.29, -0.67, 0.33, 0.38, -0.71, 0.30, 0.39, -0.68]
}

Question: What is the formula in the eighth record?
Answer: C4H14O3